{
  "formula": "C17H30Cl3NO6PS",
  "method": "ωB97M-V/def2-TZVPD",
  "e_tot_ha": -3291.63635,
  "total_charge": 1,
  "e_homo_ev": -11.460,
  "largest_force_ev_per_a": 5.29,
  "multiplicity": 1,
  "symbols": ["C", "C", "O", "C", "C", "O", "C", "C", "O", "C", "C", "C", "C", "C", "C", "C", "C", "C", "P", "O", "O", "O", "N", "C", "S", "H", "H", "H", "H", "H", "H", "H", "H", "H", "H", "H", "H", "H", "H", "H", "H", "H", "H", "H", "H", "H", "H", "H", "H", "H", "H", "H", "H", "H", "C", "Cl", "Cl", "Cl", "H"],
  "positions_angstrom": [[-0.73376, 7.21422, 2.95415], [-0.95459, 7.49855, 1.38841], [-1.10387, 6.27390, 0.59549], [-0.48789, 6.59227, -0.68078], [-0.98579, 5.68488, -1.89559], [-0.84862, 4.25685, -1.67176], [-0.55021, 3.63237, -2.95196], [-1.17853, 2.14562, -3.07237], [-0.35229, 1.13734, -2.43369], [-0.84100, -0.18841, -2.78677], [-0.58382, -1.09000, -1.47332], [0.91367, -1.39046, -1.15016], [1.18357, -2.27231, 0.12279], [2.70368, -2.62367, 0.43370], [3.38604, -3.62450, -0.64095], [3.91299, -2.80155, -1.92440], [2.42850, -4.83915, -1.09308], [0.00937, -2.77677, 0.98108], [0.20065, -3.85924, 2.50790], [0.12765, -5.31435, 2.06062], [-1.20855, -3.56674, 3.46972], [1.51713, -3.47297, 3.49270], [-1.35806, -2.43905, 0.59152], [-1.69668, -1.65991, -0.56556], [-3.47675, -1.34726, -0.97464], [-1.71404, 7.25863, 3.54350], [-0.09516, 8.09570, 3.34733], [-0.11973, 6.27427, 3.14445], [-0.04307, 8.12441, 1.04770], [-1.88902, 8.15823, 1.25374], [-0.80679, 7.67528, -0.93870], [0.65672, 6.59848, -0.55945], [-0.37520, 6.01595, -2.82153], [-2.08269, 5.93164, -2.12527], [0.60072, 3.55922, -3.00641], [-0.98578, 4.21266, -3.84869], [-2.28467, 2.10685, -2.77828], [-1.15280, 1.90967, -4.20809], [-0.24264, -0.61508, -3.67291], [-1.93814, -0.19658, -3.09434], [1.74839, -0.98800, -1.80967], [3.28467, -1.62538, 0.37753], [2.89739, -3.06770, 1.46461], [4.29932, -4.08840, -0.10832], [4.96031, -3.16093, -2.20343], [4.00408, -1.69143, -1.66329], [3.21641, -2.91993, -2.81866], [2.17882, -4.74680, -2.21673], [1.45713, -4.91082, -0.48675], [2.96340, -5.84652, -0.97990], [-1.32216, -2.58074, 3.38679], [1.24356, -3.04967, 4.33757], [-2.13894, -2.79550, 1.17497], [-3.87539, -2.34098, -1.87502], [-2.50356, -6.44360, 4.46611], [-2.15375, -5.18090, 5.65601], [-1.18150, -7.61577, 4.39743], [-4.03127, -7.25028, 4.84660], [-2.59750, -5.97564, 3.48804]],
  "mulliken_charge": [-0.968, -0.272, -0.327, -0.461, -0.433, -0.291, -0.466, -0.514, -0.236, -0.938, 0.317, -0.429, 0.441, -1.119, 0.456, -1.267, -0.984, 0.160, 1.071, -0.594, -0.537, -0.520, -0.039, 0.108, -0.215, 0.258, 0.297, 0.268, 0.297, 0.271, 0.350, 0.276, 0.353, 0.247, 0.227, 0.365, 0.292, 0.350, 0.346, 0.418, 0.392, 0.396, 0.253, 0.518, 0.315, 0.268, 0.296, 0.271, 0.187, 0.286, 0.310, 0.341, 0.386, 0.248, 0.205, -0.141, -0.107, -0.129, 0.142]
}


{
  "formula": "C17H30FN3O6S",
  "method": "ωB97M-V/def2-TZVPD",
  "e_tot_ha": -1779.57391,
  "total_charge": 0,
  "e_homo_ev": -9.689,
  "smiles": "C[C@@H](CC(=O)N1CC(F)(C(=O)N(CCS(=O)(=O)O)CC(N)=O)C1)CC(C)(C)C",
  "largest_force_ev_per_a": 0.61,
  "multiplicity": 1,
  "symbols": ["C", "C", "C", "C", "O", "N", "C", "C", "F", "C", "O", "N", "C", "C", "S", "O", "O", "O", "C", "C", "N", "O", "C", "C", "C", "C", "C", "C", "H", "H", "H", "H", "H", "H", "H", "H", "H", "H", "H", "H", "H", "H", "H", "H", "H", "H", "H", "H", "H", "H", "H", "H", "H", "H", "H", "H", "H", "H"],
  "positions_angstrom": [[-2.67954, -2.61145, 3.39398], [-2.19267, -2.37578, 1.96830], [-3.24116, -1.54490, 1.21703], [-3.05923, -1.56448, -0.28439], [-3.52829, -2.44948, -0.97314], [-2.36789, -0.52834, -0.84224], [-2.11374, 0.84879, -0.44569], [-1.26100, 0.98168, -1.73095], [-1.68257, 1.97052, -2.62009], [0.23289, 1.11873, -1.42999], [0.94339, 0.13380, -1.46191], [0.71859, 2.35136, -1.13816], [2.13546, 2.45326, -0.84397], [2.95676, 2.60127, -2.11350], [4.68985, 2.52691, -1.75689], [5.42320, 2.57743, -2.97902], [4.97400, 3.38828, -0.66858], [4.81821, 1.03305, -1.19732], [-0.10780, 3.50004, -0.81529], [0.30236, 4.70302, -1.65839], [-0.41856, 4.89644, -2.79203], [1.23015, 5.41477, -1.32939], [-1.68764, -0.43253, -2.13232], [-0.78818, -1.75458, 1.95903], [0.38102, -2.71515, 1.71166], [0.38281, -3.85817, 2.72346], [1.68295, -1.92947, 1.85338], [0.31053, -3.28494, 0.29735], [-2.79124, -1.66508, 3.93131], [-3.64668, -3.11841, 3.40187], [-1.97784, -3.22978, 3.95341], [-2.15298, -3.35355, 1.47856], [-4.23198, -1.95743, 1.41011], [-3.25842, -0.51686, 1.60217], [-3.01309, 1.46871, -0.43762], [-1.55312, 0.95272, 0.48666], [2.31407, 3.30453, -0.19043], [2.45977, 1.56797, -0.29772], [2.75644, 1.80132, -2.82715], [2.77992, 3.55681, -2.61017], [5.14658, 0.48579, -1.92604], [-1.16268, 3.29078, -0.94451], [0.05258, 3.78132, 0.22830], [-1.14696, 4.26455, -3.07247], [-0.16303, 5.67314, -3.37804], [-0.87552, -1.14305, -2.24644], [-2.36903, -0.46506, -2.98357], [-0.72374, -0.97379, 1.19437], [-0.62372, -1.22796, 2.90843], [-0.49990, -4.49404, 2.61949], [1.25998, -4.49363, 2.58311], [0.40698, -3.47901, 3.74878], [1.72694, -1.11000, 1.13272], [1.78272, -1.50586, 2.85716], [2.54832, -2.57221, 1.67601], [0.30314, -2.48074, -0.44080], [1.17965, -3.91391, 0.09138], [-0.58102, -3.89730, 0.14017]],
  "mulliken_charge": [-1.891, 0.974, -1.234, 0.471, -0.671, 0.215, -0.901, 1.104, -0.444, 0.201, -0.653, 0.384, -1.278, -0.368, 1.229, -0.635, -0.596, -0.480, -0.543, 0.111, -0.329, -0.596, -1.019, 0.176, 2.279, -2.127, -1.748, -1.488, 0.394, 0.461, 0.361, 0.296, 0.565, 0.324, 0.399, 0.367, 0.456, 0.438, 0.333, 0.307, 0.354, 0.642, 0.313, 0.179, 0.256, 0.279, 0.343, -1.117, 0.720, 0.357, 0.499, 0.358, 0.166, 0.397, 0.464, 0.054, 0.535, 0.358]
}


{
  "formula": "C17H30NO2",
  "method": "ωB97M-V/def2-TZVPD",
  "e_tot_ha": -870.66703,
  "total_charge": 1,
  "e_homo_ev": -11.108,
  "largest_force_ev_per_a": 1.10,
  "multiplicity": 1,
  "symbols": ["C", "C", "C", "C", "C", "C", "C", "C", "C", "C", "C", "H", "H", "H", "H", "H", "H", "H", "H", "H", "H", "H", "H", "H", "H", "H", "C", "O", "C", "C", "N", "C", "C", "O", "C", "H", "H", "H", "H", "H", "H", "H", "H", "H", "H", "H", "H", "H", "H", "H"],
  "positions_angstrom": [[-0.43128, -1.19765, -0.51629], [-0.42095, -0.77697, 0.88630], [-1.46940, -0.28726, 1.66649], [-1.46938, -0.56323, 3.08844], [-0.51069, -1.54282, 3.70155], [-2.40803, 0.03613, 3.90824], [-3.39809, 0.87135, 3.38465], [-4.37689, 1.53798, 4.28963], [-3.46651, 1.07188, 2.00488], [-2.54002, 0.52446, 1.13513], [-2.68448, 0.79737, -0.32762], [0.17985, -2.10404, -0.65223], [-1.41979, -1.38277, -0.94476], [0.07275, -0.43625, -1.13011], [0.50720, -1.00283, 1.40353], [-0.64617, -1.57517, 4.79173], [-0.67233, -2.56440, 3.32796], [0.53910, -1.29353, 3.50456], [-2.39957, -0.15784, 4.98295], [-5.06229, 2.16256, 3.70761], [-4.95431, 0.79043, 4.84426], [-3.88105, 2.17741, 5.03044], [-4.27717, 1.67723, 1.59623], [-3.42301, 1.59569, -0.48008], [-1.74426, 1.11010, -0.79845], [-3.06128, -0.08100, -0.87016], [4.14235, -2.59639, -1.55535], [3.14194, -1.63273, -1.28873], [3.02342, -1.05300, 0.00896], [2.56569, 0.39685, -0.16496], [1.90467, 0.53646, -1.44881], [1.96053, 1.82231, -2.07544], [1.54038, 1.68906, -3.53089], [0.56949, 0.65979, -3.63578], [0.08363, 0.47359, -4.95285], [4.60203, -2.30390, -2.50565], [4.92345, -2.67010, -0.78142], [3.66305, -3.57708, -1.68341], [2.25208, -1.59894, 0.57269], [3.98147, -1.05827, 0.56474], [1.82492, 0.65142, 0.60488], [3.43505, 1.07020, -0.08530], [2.14063, -0.23614, -2.06972], [1.28125, 2.50860, -1.55212], [2.97911, 2.23215, -2.04725], [1.13191, 2.65408, -3.87926], [2.44791, 1.43272, -4.11263], [-0.66380, -0.32024, -4.89197], [-0.40002, 1.36841, -5.38481], [0.88691, 0.16431, -5.63980]],
  "mulliken_charge": [-1.272, 0.443, 0.777, 0.976, -1.628, -0.900, 0.753, -1.463, -0.998, 1.071, -1.638, 0.419, 0.411, 0.308, -0.115, 0.379, 0.368, 0.313, 0.391, 0.368, 0.350, 0.359, 0.331, 0.401, 0.213, 0.332, -0.828, -0.367, -0.308, -0.797, -0.003, -0.785, -0.720, -0.210, -0.789, 0.285, 0.320, 0.261, 0.129, 0.497, 0.210, 0.481, 0.346, 0.334, 0.323, 0.426, 0.407, 0.230, 0.301, 0.310]
}


{
  "formula": "C17H30O13S",
  "method": "ωB97M-V/def2-TZVPD",
  "e_tot_ha": -2042.08428,
  "total_charge": 0,
  "e_homo_ev": -9.508,
  "largest_force_ev_per_a": 0.59,
  "multiplicity": 1,
  "symbols": ["C", "C", "O", "C", "O", "S", "O", "O", "C", "C", "H", "H", "H", "H", "H", "H", "H", "H", "H", "H", "H", "H", "C", "C", "C", "O", "C", "O", "O", "H", "H", "H", "H", "H", "H", "C", "C", "C", "O", "C", "O", "O", "H", "H", "H", "H", "H", "H", "C", "C", "C", "O", "C", "O", "O", "H", "H", "H", "H", "H", "H"],
  "positions_angstrom": [[-1.10872, 2.23385, 4.46567], [-0.43718, 2.94069, 3.28996], [-0.46702, 2.08256, 2.14561], [-0.44538, 2.69007, 0.91031], [-1.53090, 2.23918, 0.08713], [-1.73825, 0.68819, -0.35809], [-2.52091, 0.00945, 0.65041], [-0.17557, 0.29102, -0.14474], [0.14724, -0.97469, -0.76169], [1.64329, -1.18210, -0.65929], [-1.47036, 1.26648, 4.10621], [-0.40678, 2.04652, 5.26914], [-1.97707, 2.78748, 4.82164], [-0.91254, 3.89814, 3.05643], [0.61429, 3.12801, 3.53016], [-0.60285, 3.77055, 0.98192], [0.49063, 2.49299, 0.38246], [-0.39901, -1.76573, -0.24528], [-0.16022, -0.93770, -1.81124], [1.97892, -1.03675, 0.37226], [1.90189, -2.19392, -0.97279], [2.16963, -0.46161, -1.28193], [-2.32187, 1.17069, -5.40700], [-1.12419, 1.33409, -4.51454], [0.00744, 2.20761, -5.01278], [1.14527, 1.64212, -4.34518], [0.86920, 0.34331, -4.09655], [1.66370, -0.44508, -3.68429], [-0.42386, 0.07318, -4.34991], [-2.02588, 0.93593, -6.43061], [-2.92101, 0.35756, -5.00295], [-2.91364, 2.08597, -5.41139], [-1.43647, 1.65782, -3.51694], [-0.08863, 3.25645, -4.74661], [0.15382, 2.10805, -6.09105], [3.53867, -1.22694, 4.10923], [3.29319, 0.25210, 3.98269], [4.43931, 1.16456, 4.37290], [3.75115, 2.34951, 4.79290], [2.51908, 1.98389, 5.21686], [1.74181, 2.70316, 5.75596], [2.28159, 0.68875, 4.91255], [3.98623, -1.46735, 5.07441], [2.59937, -1.77190, 4.02606], [4.20644, -1.56272, 3.31570], [2.93609, 0.50161, 2.97875], [5.11938, 1.40340, 3.55999], [4.99966, 0.76769, 5.22307], [-1.83282, -4.05140, -0.18679], [-2.68982, -3.74263, -1.38466], [-2.15483, -4.19354, -2.72981], [-2.74453, -3.24085, -3.62317], [-2.98005, -2.10916, -2.92320], [-3.31982, -1.07543, -3.40456], [-2.78675, -2.31924, -1.60373], [-0.79344, -3.78173, -0.37290], [-2.17850, -3.49044, 0.68085], [-1.88328, -5.11612, 0.04186], [-3.70807, -4.11393, -1.23650], [-2.44940, -5.19903, -3.01717], [-1.06765, -4.09263, -2.78577]],
  "mulliken_charge": [-1.033, -0.239, -0.169, -0.338, -0.421, 0.829, -0.620, -0.210, 0.406, -1.499, 0.280, 0.224, 0.332, 0.399, 0.246, 0.353, 0.244, 0.157, -0.046, 0.262, 0.384, 0.336, -1.398, 0.888, -0.560, -0.342, 0.671, -0.582, -0.282, 0.359, 0.300, 0.398, 0.008, 0.316, 0.311, -1.509, 0.802, -0.532, -0.339, 0.624, -0.520, -0.342, 0.409, 0.354, 0.377, 0.067, 0.309, 0.294, -1.424, 0.470, -0.465, -0.351, 0.611, -0.562, -0.221, 0.289, 0.360, 0.434, 0.302, 0.314, 0.285]
}